A structure of composition C33H46BrN3NiP2Se. Source: OMol25; level of theory: ωB97M-V/def2-TZVPD.

Geometry as XYZ:
```
87
Properties=species:S:1:pos:R:3
C -0.753 7.310 -4.666
C -0.932 5.941 -4.921
C -1.240 5.550 -6.234
C -1.358 6.535 -7.225
N -1.186 7.828 -6.961
C -0.892 8.220 -5.724
C -0.817 4.955 -3.865
C -0.770 4.094 -2.996
C -0.616 3.125 -1.950
C 0.485 3.269 -1.093
C 0.739 2.311 -0.110
C -0.117 1.228 -0.002
C -1.287 1.114 -0.752
C -1.516 2.052 -1.774
Ni 0.210 0.056 1.538
P 1.856 -1.048 0.560
H -1.390 4.505 -6.491
H -0.514 7.674 -3.670
H -1.599 6.254 -8.254
H -0.759 9.292 -5.550
H -2.389 1.957 -2.432
H 1.159 4.123 -1.203
H -2.013 0.324 -0.544
H 1.584 2.483 0.560
C 2.157 -2.694 1.315
C 3.131 -3.648 0.630
H 1.155 -3.140 1.392
H 2.463 -2.483 2.351
H 3.346 -4.458 1.336
H 2.715 -4.107 -0.274
H 4.089 -3.190 0.361
C 1.658 -1.296 -1.238
C 2.718 -0.648 -2.124
H 0.665 -0.880 -1.463
H 1.596 -2.378 -1.425
H 2.460 -0.832 -3.175
H 2.772 0.440 -1.983
H 3.717 -1.067 -1.945
C 3.309 0.011 0.887
C 4.677 -0.656 0.847
H 3.124 0.455 1.881
H 3.254 0.837 0.167
H 5.437 0.124 0.986
H 4.806 -1.394 1.646
H 4.879 -1.152 -0.110
Br -0.797 -1.505 2.862
P -2.795 -3.641 -2.692
C -0.943 -3.699 -2.573
C -0.385 -5.113 -2.728
H -0.648 -3.269 -1.607
H -0.555 -3.043 -3.364
H 0.679 -5.066 -2.984
H -0.484 -5.680 -1.797
H -0.902 -5.667 -3.519
C -3.235 -3.315 -0.917
C -4.643 -3.822 -0.597
H -3.145 -2.245 -0.685
H -2.485 -3.851 -0.324
H -4.730 -3.999 0.477
H -5.410 -3.098 -0.889
H -4.847 -4.763 -1.118
C -2.997 -1.915 -3.342
C -3.249 -1.894 -4.848
H -2.102 -1.334 -3.081
H -3.851 -1.488 -2.800
H -3.717 -0.944 -5.118
H -2.317 -1.985 -5.411
H -3.914 -2.706 -5.157
C 2.779 0.655 5.591
N 1.344 0.785 5.699
C 0.518 1.211 4.696
Se 1.046 1.800 3.062
N -0.750 1.033 5.149
C -0.746 0.420 6.403
C -1.791 0.136 7.277
C -1.437 -0.288 8.564
C -0.087 -0.434 8.951
C 0.958 -0.168 8.043
C 0.590 0.265 6.766
H 3.066 -0.067 4.821
H 3.175 0.316 6.548
H 3.234 1.611 5.334
H -1.546 1.028 4.508
H -2.826 0.266 6.911
H -2.212 -0.505 9.290
H 0.128 -0.750 9.975
H 2.014 -0.267 8.321
```

As for the net charge: +2. Its spin multiplicity is 3. The energy is -234430.1249 eV. As for the orbital gap (spin up / spin down): 5.10 / 1.81 eV. The value obtained for the molar mass is 764.257 g/mol.

A structure of composition C33H46ClN8O7Re. Source: OMol25; level of theory: ωB97M-V/def2-TZVPD.

Geometry as XYZ:
```
96
Properties=species:S:1:pos:R:3
Re 2.114 0.452 -1.179
C 2.066 2.171 3.309
O 3.246 2.119 2.429
C 3.155 1.539 1.294
O 2.158 0.864 0.915
N 4.267 1.662 0.538
N 4.178 1.292 -0.817
H 2.445 2.501 4.268
H 1.609 1.189 3.383
H 1.358 2.891 2.907
H 5.001 2.296 0.829
H 5.017 0.784 -1.087
H 4.148 2.147 -1.373
C 2.990 -1.250 -4.708
C 2.577 0.154 -4.434
N 2.293 0.770 -3.276
C 2.060 2.123 -3.590
C 2.164 2.296 -4.926
N 2.478 1.061 -5.415
C 2.062 3.420 -5.932
O 1.809 4.627 -5.491
O 2.228 3.114 -7.077
C 1.824 3.075 -2.497
O 1.665 4.248 -2.676
O 1.869 2.482 -1.293
H 3.386 -1.733 -3.822
H 3.761 -1.251 -5.479
H 2.148 -1.835 -5.087
H 2.627 0.915 -6.411
H 1.718 4.666 -4.523
C -5.750 -0.648 2.318
C -4.952 -1.354 1.209
C -5.935 -1.707 0.080
C -4.363 -2.650 1.780
C -3.834 -0.388 0.687
O -4.348 0.881 0.337
C -2.681 -0.273 1.715
C -1.794 0.989 1.716
C -2.455 2.262 2.208
C -2.607 3.365 1.385
C -3.176 4.540 1.857
C -3.597 4.617 3.171
Cl -4.292 6.080 3.768
C -3.462 3.527 4.007
C -2.889 2.358 3.521
C -3.295 -0.934 -0.646
N -2.031 -0.287 -1.037
C -0.804 -0.666 -0.778
N 0.042 0.242 -1.295
C -0.795 1.168 -1.896
N -2.047 0.869 -1.748
H -6.373 -1.384 2.829
H -6.437 0.104 1.918
H -5.118 -0.174 3.073
H -6.833 -2.157 0.507
H -5.522 -2.435 -0.625
H -6.246 -0.818 -0.474
H -5.175 -3.347 1.992
H -3.826 -2.483 2.716
H -3.687 -3.156 1.079
H -5.059 1.137 0.933
H -2.039 -1.158 1.584
H -3.101 -0.354 2.717
H -1.351 1.178 0.732
H -0.965 0.769 2.401
H -2.303 3.300 0.344
H -3.300 5.397 1.207
H -3.796 3.599 5.034
H -2.777 1.509 4.192
H -4.002 -0.702 -1.434
H -3.131 -2.007 -0.595
H -0.535 -1.553 -0.232
H -0.465 2.060 -2.402
C 4.024 -3.646 2.689
N 3.470 -2.342 2.177
C 1.975 -2.322 2.305
C 4.003 -1.970 0.782
C 3.177 -2.476 -0.379
C 3.286 -3.829 -0.664
C 2.513 -4.431 -1.658
C 1.621 -3.662 -2.393
C 1.555 -2.302 -2.164
C 2.322 -1.641 -1.170
H 3.636 -3.821 3.689
H 5.109 -3.589 2.720
H 3.705 -4.450 2.034
H 3.824 -1.624 2.805
H 1.570 -3.190 1.793
H 1.586 -1.409 1.862
H 1.722 -2.367 3.361
H 5.009 -2.382 0.744
H 4.070 -0.887 0.770
H 4.002 -4.436 -0.122
H 2.617 -5.493 -1.857
H 1.007 -4.117 -3.162
H 0.887 -1.719 -2.790
```

As for the net charge: +3. Its spin multiplicity is 2. The energy is -75849.2163 eV. The calculation puts the relative energy (zero: lowest compared OMol25 entry of this formula, charge and spin) at 1.269 eV. As for the orbital gap (spin up / spin down): 2.81 / 3.33 eV. The value obtained for the molar mass is 888.440 g/mol.

A structure of composition C33H46N5O2Os. Source: OMol25; level of theory: ωB97M-V/def2-TZVPD.

Geometry as XYZ:
```
87
Properties=species:S:1:pos:R:3
Os -0.350 -0.506 0.179
C -0.880 -2.452 -5.236
C -0.349 -1.505 -4.156
C -0.081 -0.104 -4.731
C 0.916 -2.028 -3.524
C 2.014 -2.288 -4.318
C 3.253 -2.541 -3.754
C 3.431 -2.554 -2.350
C 2.381 -2.349 -1.499
C 2.518 -2.603 -0.014
C 2.182 -4.071 0.289
C 3.889 -2.228 0.544
C 1.088 -2.118 -2.081
N -0.003 -1.995 -1.252
C -1.099 -2.841 -1.539
O -1.039 -3.778 -2.284
C -2.309 -2.512 -0.723
C -3.509 -3.193 -0.778
C -4.551 -2.759 0.037
C -4.374 -1.659 0.873
C -3.143 -1.035 0.875
N -2.150 -1.474 0.100
C -2.764 0.169 1.687
O -3.507 0.749 2.424
N -1.427 0.525 1.451
C -0.891 1.681 2.117
C -0.042 1.474 3.225
C 0.516 2.600 3.830
C 0.181 3.884 3.411
C -0.694 4.061 2.352
C -1.244 2.968 1.672
C -2.282 3.231 0.595
C -3.548 3.805 1.245
C -1.782 4.184 -0.496
C 0.165 0.127 3.914
C -1.131 -0.398 4.541
C 0.843 -0.966 3.095
H -1.800 -2.043 -5.653
H -1.090 -3.439 -4.826
H -0.175 -2.560 -6.060
H -1.117 -1.392 -3.389
H 0.648 -0.140 -5.540
H 0.295 0.583 -3.967
H -1.005 0.308 -5.133
H 1.919 -2.248 -5.394
H 4.107 -2.727 -4.392
H 4.409 -2.799 -1.960
H 1.764 -2.005 0.516
H 2.897 -4.727 -0.207
H 1.184 -4.339 -0.058
H 2.238 -4.260 1.361
H 4.652 -2.944 0.237
H 3.872 -2.245 1.633
H 4.226 -1.239 0.215
H -3.611 -4.039 -1.444
H -5.502 -3.274 0.017
H -5.163 -1.283 1.510
H 1.146 2.472 4.701
H 0.570 4.742 3.944
H -1.009 5.063 2.082
H -2.543 2.284 0.113
H -3.353 4.795 1.658
H -3.912 3.163 2.043
H -4.335 3.909 0.498
H -1.556 5.174 -0.095
H -2.555 4.320 -1.252
H -0.896 3.811 -1.016
H 0.850 0.343 4.737
H -1.802 -0.826 3.795
H -1.669 0.390 5.067
H -0.897 -1.184 5.258
H 0.188 -1.358 2.290
H 1.037 -1.833 3.729
H 1.804 -0.658 2.674
N 2.153 3.830 0.930
C 2.563 2.936 -0.214
C 1.488 1.909 -0.545
N 1.475 0.706 0.323
H 2.821 4.596 1.058
H 2.067 3.335 1.830
H 1.221 4.238 0.781
H 3.516 2.483 0.060
H 2.730 3.586 -1.071
H 1.616 1.581 -1.576
H 0.502 2.371 -0.472
H 1.483 0.984 1.308
H 2.320 0.152 0.173
```

As for the net charge: +3. Its spin multiplicity is 5. The energy is -48954.9034 eV. As for the orbital gap (spin up / spin down): 8.34 / 5.86 eV. The value obtained for the molar mass is 734.994 g/mol.

> Which value of molar mass does entry 1 give?

764.257 g/mol

> Which of these has the highest molar mass?

C33H46ClN8O7Re